Record 1
{
  "formula": "CH6Ba3O6",
  "method": "ωB97M-V/def2-TZVPD",
  "species": ["Ba", "Ba", "Ba", "C", "O", "O", "O", "O", "H", "H", "O", "H", "H", "O", "H", "H"],
  "xyz": [[3.624476, -0.602552, -1.026197], [0.563166, -3.826022, 0.327263], [0.992386, 0.208388, 3.442393], [0.770446, -0.600142, 0.300633], [0.967666, -1.127982, -0.802677], [1.467146, 0.307068, 0.699033], [0.192096, -1.172322, 1.148273], [-0.649544, 0.236418, -2.880017], [-0.049524, -0.108652, -2.218847], [-1.332834, 0.678868, -2.376447], [0.508786, 2.912818, -0.152237], [-0.429444, 2.856688, -0.333337], [0.778506, 2.007048, -0.000397], [-2.746974, -0.381632, 1.114093], [-1.804724, -0.213172, 1.118893], [-2.851634, -1.174822, 1.639573]],
  "atomic_forces_ev_per_a": [[-0.420, 1.309, -0.819], [-1.293, 0.262, -0.584], [-0.574, 0.917, -0.260], [3.247, 0.068, -2.620], [1.214, -2.341, -4.012], [4.710, 6.002, 1.088], [-6.505, -6.350, 7.290], [0.360, -0.174, 0.013], [-0.040, -0.072, -0.002], [-0.469, 0.274, -0.125], [0.295, -0.191, 0.373], [-0.432, 0.383, -0.254], [0.062, -0.047, -0.106], [0.234, 0.179, -0.033], [0.062, 0.026, -0.147], [-0.449, -0.243, 0.197]],
  "lumo_energy_ha": -0.558,
  "orbital_gap_ev": 5.8,
  "homo_ev": -20.997,
  "charge": 4,
  "e_tot_ha": -568.1691,
  "spin_multiplicity": 1,
  "e_above_lowest_ev": 0.512,
  "molar_mass_g_mol": 526.0
}

***

Record 2
{
  "formula": "C10H21Br2ClInNO4PS",
  "method": "ωB97M-V/def2-TZVPD",
  "species": ["O", "C", "Cl", "C", "In", "Br", "C", "C", "O", "Br", "P", "S", "H", "H", "H", "H", "H", "H", "C", "O", "C", "C", "N", "C", "C", "O", "C", "H", "H", "H", "H", "H", "H", "H", "H", "H", "H", "H", "H", "H", "H", "H"],
  "xyz": [[-1.440926, 6.618848, 1.769170], [-2.438719, 6.044549, 2.046904], [-4.040489, 6.687441, 1.466098], [-2.580774, 4.815262, 2.794860], [-3.247526, 3.208422, 1.359393], [-2.298296, 3.862445, -0.945564], [-5.472165, 3.132354, 1.371657], [-6.136280, 2.861079, 2.680515], [-7.305698, 2.937889, 2.883462], [-4.999347, 2.325480, 4.208561], [-2.086292, 1.041094, 2.030616], [-2.177470, -0.351239, 0.610953], [-1.611238, 4.594714, 3.203103], [-3.276444, 4.935389, 3.608004], [-5.843641, 2.371093, 0.708486], [-5.865604, 4.069687, 1.024225], [-0.727240, 1.341942, 2.295746], [-2.522833, 0.508993, 3.260380], [4.760771, -3.421083, -3.343950], [3.351637, -3.448983, -3.427229], [2.739376, -4.450045, -2.622326], [1.940715, -3.835345, -1.493880], [2.813421, -3.212063, -0.507460], [2.109780, -2.427124, 0.509756], [1.334155, -1.192991, 0.063392], [2.156631, -0.140323, -0.415339], [2.479032, -0.193408, -1.788274], [5.117434, -2.705752, -4.083242], [5.104733, -3.098783, -2.355200], [5.190371, -4.402238, -3.571003], [3.485979, -5.148501, -2.233127], [2.059211, -5.013203, -3.268414], [1.360740, -4.622302, -1.003182], [1.233760, -3.121244, -1.935535], [3.465234, -2.606502, -0.986127], [2.859783, -2.101690, 1.235527], [1.423038, -3.092217, 1.041714], [0.824086, -0.794559, 0.940309], [0.546149, -1.424815, -0.657868], [1.677398, -0.646008, -2.376849], [3.414147, -0.737265, -1.964871], [2.623401, 0.831001, -2.133393]],
  "atomic_forces_ev_per_a": [[-0.011, 0.407, -0.359], [0.449, -0.078, 0.202], [-0.253, 0.234, -0.078], [-0.001, -0.144, -0.240], [-0.289, 0.409, 0.138], [-0.195, -0.161, 0.415], [1.203, -0.323, 0.642], [-1.281, 0.339, -0.544], [0.612, -0.087, 0.257], [0.164, -0.104, 0.157], [0.116, -0.313, -0.763], [-0.148, -0.113, 0.023], [0.493, -0.265, 0.158], [-0.602, -0.173, 0.055], [-0.114, -0.448, -0.393], [-0.222, 0.514, -0.171], [-0.133, 0.036, 0.327], [0.172, 0.242, 0.161], [-0.112, 0.068, -0.032], [0.176, -0.018, 0.048], [-0.236, -0.076, -0.085], [0.159, 0.195, 0.053], [-0.109, -0.055, -0.022], [0.193, -0.005, -0.005], [-0.001, 0.020, 0.190], [0.080, -0.112, -0.084], [0.064, 0.156, 0.120], [-0.032, 0.015, -0.013], [0.052, -0.082, 0.013], [0.041, -0.010, 0.036], [0.062, 0.055, 0.056], [0.010, -0.004, -0.005], [-0.036, 0.009, 0.013], [-0.089, -0.081, -0.042], [0.029, 0.079, -0.047], [-0.025, 0.002, 0.025], [-0.049, -0.009, -0.027], [-0.075, 0.015, -0.012], [0.025, -0.003, -0.078], [-0.003, -0.058, -0.013], [-0.054, -0.082, -0.090], [-0.029, 0.009, 0.015]],
  "lumo_energy_ha": 0.091,
  "orbital_gap_ev": 7.5,
  "homo_ev": -4.991,
  "charge": -1,
  "e_tot_ha": -7287.3402,
  "spin_multiplicity": 1,
  "molar_mass_g_mol": 592.4
}

***

Record 3
{
  "formula": "C26H52N5O4SSiTi",
  "method": "ωB97M-V/def2-TZVPD",
  "species": ["Ti", "C", "C", "N", "C", "C", "C", "C", "C", "C", "C", "N", "C", "C", "N", "N", "H", "H", "H", "H", "H", "H", "H", "H", "H", "H", "H", "H", "H", "H", "H", "H", "H", "H", "C", "C", "C", "C", "O", "Si", "S", "O", "C", "C", "C", "C", "O", "C", "C", "C", "C", "H", "H", "H", "H", "H", "H", "H", "H", "H", "H", "H", "H", "H", "H", "H", "H", "H", "H", "H", "H", "H", "H", "H", "H", "H", "H", "H", "C", "N", "C", "C", "O", "H", "H", "H", "H", "H", "H", "H"],
  "xyz": [[0.529301, 0.511577, 0.731915], [-0.945209, 2.628931, -0.734158], [0.506616, 2.721412, -1.288138], [1.518576, 1.839894, -0.623037], [2.688828, 2.491776, 0.038910], [2.915316, 1.951718, 1.436733], [4.071986, 2.072156, 2.185510], [4.035801, 1.652644, 3.510031], [2.862727, 1.169254, 4.085272], [1.746114, 1.071794, 3.281770], [0.335194, 0.734206, 3.728106], [-0.466709, 0.172431, 2.606462], [-1.875442, 0.625561, 2.414605], [-2.021320, 1.721717, 1.346698], [-1.236148, 1.439693, 0.113694], [1.829862, 1.411316, 1.990119], [-1.625011, 2.641798, -1.586443], [-1.139499, 3.508983, -0.128263], [0.821411, 3.759238, -1.193708], [0.506690, 2.473022, -2.348339], [1.873644, 1.196501, -1.327653], [2.458880, 3.551803, 0.159279], [3.583165, 2.398259, -0.576292], [4.974176, 2.483403, 1.754721], [4.933083, 1.722212, 4.110887], [2.827448, 0.882415, 5.126959], [-0.126428, 1.677180, 4.032732], [0.327748, 0.069526, 4.591441], [-0.466149, -0.843093, 2.678629], [-2.306360, 1.008186, 3.342038], [-2.445567, -0.257885, 2.126104], [-1.646287, 2.670724, 1.730026], [-3.085650, 1.832244, 1.125343], [-1.656492, 0.686492, -0.442488], [-3.694258, -1.450769, -0.559444], [-2.764993, -1.286483, -1.750490], [-3.067652, -0.010689, -2.521182], [-2.853203, -2.482710, -2.684455], [-1.395252, -1.129017, -1.217277], [-0.333077, -2.370874, -0.989325], [1.292608, -1.532653, 0.167802], [0.286371, -2.995607, -2.332087], [1.142710, -2.592969, -3.427101], [1.258845, -1.072805, -3.485562], [2.498371, -3.235496, -3.183597], [0.505088, -3.125092, -4.699963], [-1.088720, -3.491623, -0.119799], [-0.805711, -4.904678, 0.123856], [-1.574886, -5.254761, 1.384567], [0.689228, -5.102226, 0.321638], [-1.314100, -5.697895, -1.068472], [-4.725463, -1.571145, -0.891135], [-3.656800, -0.566558, 0.084329], [-3.409206, -2.327771, 0.021376], [-4.054200, -0.076516, -2.979327], [-2.333769, 0.145311, -3.312948], [-3.083807, 0.866899, -1.868735], [-3.866286, -2.548210, -3.081764], [-2.637190, -3.415734, -2.165274], [-2.166239, -2.375906, -3.522193], [1.807979, -0.704131, -2.615364], [0.266821, -0.615001, -3.519578], [1.803529, -0.778466, -4.382765], [2.919294, -2.890780, -2.237210], [3.192673, -2.984235, -3.985785], [2.396914, -4.320000, -3.145367], [-0.435272, -2.616584, -4.914415], [0.311960, -4.193215, -4.606173], [1.173461, -2.969498, -5.547086], [-1.211228, -4.669955, 2.230821], [-1.450898, -6.311675, 1.620012], [-2.638459, -5.056568, 1.249322], [1.051266, -4.504205, 1.159149], [1.242059, -4.827944, -0.579217], [0.901754, -6.149249, 0.536816], [-2.390159, -5.564014, -1.189251], [-1.124562, -6.760826, -0.916982], [-0.809367, -5.385002, -1.982676], [0.663118, 7.072298, 3.480962], [0.756183, 6.105470, 2.396638], [1.359924, 6.562015, 1.155953], [0.332086, 4.853862, 2.538517], [0.397515, 3.964933, 1.682016], [1.657032, 7.416253, 3.767906], [0.187518, 6.613163, 4.344727], [0.071520, 7.931614, 3.166967], [0.926839, 7.520250, 0.872104], [1.162951, 5.834562, 0.374018], [2.437049, 6.690963, 1.276128], [-0.112207, 4.664850, 3.526911]],
  "atomic_forces_ev_per_a": [[0.122, -1.051, -0.534], [-0.040, 0.076, -0.014], [-0.012, -0.007, -0.030], [-0.069, 0.219, 0.011], [-0.030, 0.012, -0.037], [0.054, 0.069, -0.012], [-0.038, 0.051, -0.048], [0.061, 0.013, 0.021], [-0.057, 0.018, 0.024], [-0.008, 0.056, 0.046], [-0.069, 0.046, 0.000], [-0.048, 0.077, 0.036], [-0.070, 0.069, -0.055], [0.009, 0.051, 0.086], [0.132, 0.121, 0.101], [-0.159, 0.148, 0.157], [-0.053, 0.053, 0.049], [0.005, -0.008, 0.002], [0.046, -0.011, -0.052], [-0.009, -0.004, 0.006], [0.013, 0.038, 0.064], [0.037, 0.001, -0.028], [0.009, 0.008, 0.017], [0.008, -0.001, 0.008], [-0.004, -0.004, 0.013], [0.017, 0.004, 0.003], [-0.024, -0.028, 0.028], [0.025, 0.003, -0.003], [0.022, 0.077, 0.064], [0.013, -0.102, 0.043], [-0.007, 0.014, -0.018], [-0.012, -0.024, 0.033], [0.013, 0.087, -0.023], [0.006, 0.095, 0.080], [0.013, -0.021, 0.033], [0.019, 0.005, -0.019], [-0.005, 0.014, 0.010], [-0.038, 0.000, -0.001], [-0.045, 0.103, -0.030], [0.176, -0.105, -0.049], [0.111, -0.141, -0.015], [-0.156, 0.013, -0.044], [0.057, 0.026, 0.005], [-0.024, -0.023, -0.015], [0.009, 0.003, 0.013], [0.013, -0.018, -0.002], [-0.038, -0.017, 0.086], [0.010, -0.009, -0.003], [-0.004, -0.016, 0.004], [0.008, 0.014, -0.011], [-0.009, -0.027, 0.000], [-0.002, 0.007, -0.018], [-0.009, 0.003, 0.002], [-0.009, 0.004, 0.006], [0.002, -0.015, -0.007], [0.006, 0.002, 0.001], [-0.001, 0.001, 0.006], [-0.003, -0.002, 0.000], [0.004, 0.015, -0.008], [0.008, -0.003, -0.007], [-0.015, 0.012, 0.015], [0.016, 0.008, 0.005], [0.005, -0.003, 0.001], [0.004, -0.005, -0.001], [-0.004, 0.007, -0.006], [0.006, -0.003, 0.000], [-0.010, -0.004, 0.011], [0.000, -0.003, 0.003], [0.003, 0.001, 0.001], [0.003, 0.004, -0.001], [0.002, -0.002, 0.003], [-0.003, 0.002, -0.002], [0.006, 0.007, -0.002], [0.007, 0.004, 0.010], [-0.021, -0.010, -0.001], [0.005, 0.009, 0.000], [0.004, 0.001, 0.002], [0.003, 0.001, -0.007], [0.007, 0.002, 0.015], [0.014, -0.020, -0.024], [-0.002, 0.014, 0.009], [-0.009, 0.047, -0.023], [0.008, -0.050, 0.021], [0.001, 0.000, -0.006], [-0.003, 0.005, 0.002], [-0.007, 0.000, 0.001], [-0.005, -0.001, 0.000], [0.005, 0.002, -0.003], [0.001, -0.002, 0.001], [0.001, -0.005, 0.000]],
  "lumo_energy_ha": [-0.213, -0.209],
  "orbital_gap_ev": [8.2, 8.7],
  "homo_ev": [-13.977, -14.382],
  "charge": 2,
  "e_tot_ha": -3133.6281,
  "spin_multiplicity": 2,
  "s_squared": 0.754,
  "e_above_lowest_ev": 0.000,
  "molar_mass_g_mol": 606.8
}